Density functional theory data (ωB97M-V/def2-TZVPD) for a molecular structure, C39H60GeN5OP3STi at a distorted geometry.

HOMO (alpha / beta)	-9.06 / -9.06	eV
energy relative to the best compared isomer or geometry (same formula, charge and spin)	225.97	kJ/mol
expectation value of S²	0.77
net charge	+1
2S+1	2

Positions of all 111 atoms, in Å:
C 4.24 -3.09 -1.29
C -0.24 -4.25 -0.94
H 0.68 5.50 4.11
C 0.59 3.44 3.56
H -0.80 -3.06 1.49
H 5.31 -0.20 0.40
H 3.49 1.52 0.82
H -3.23 1.20 0.20
C -1.12 2.86 1.92
P -1.76 1.68 -1.64
H 4.31 -4.05 -1.80
N -0.98 -0.98 1.51
O 1.24 1.55 -2.37
S 1.34 0.90 -3.81
C 2.62 -1.31 0.68
C -0.08 2.48 2.83
C 2.60 0.21 5.55
H 3.84 -1.62 3.01
Ge 0.15 0.43 0.83
H 0.85 1.44 5.46
H -1.85 -4.94 0.36
H -1.70 3.81 -4.21
C -3.12 -1.04 4.51
C -0.95 5.11 2.79
C -2.48 2.00 0.08
H 5.22 -2.63 -1.35
P -0.48 -2.38 -0.81
H -2.93 -2.36 2.86
H 4.18 2.62 -0.37
C -3.34 -2.24 -1.51
C 5.32 0.14 -0.64
H -0.60 -2.45 -3.65
P 2.59 -0.70 -1.07
H -5.41 1.84 -2.79
C -1.14 3.38 -2.15
H 0.03 3.98 -3.87
H -3.89 0.26 -4.36
C -2.70 0.13 5.12
C 3.58 -1.91 -3.41
H -1.76 -3.76 -3.31
C 3.17 -2.24 -1.98
H -2.98 2.96 0.08
C 3.49 1.78 -0.23
H -4.29 3.16 -3.07
C -1.24 -2.26 0.88
C -1.62 -2.68 -3.35
C -1.58 4.19 1.98
H -0.18 3.42 -1.62
C -1.94 4.62 -1.78
N 1.81 -0.49 1.53
H 2.78 0.41 6.59
N 0.13 1.07 2.86
H -4.65 2.62 -1.42
H -2.11 4.70 -0.71
H 0.06 -4.41 -1.98
C -1.53 -0.72 2.72
H -3.59 -1.56 -0.70
C 3.43 -0.65 4.84
H -0.67 2.38 -4.04
C -1.65 0.85 4.57
C 0.16 4.76 3.53
H -2.32 -2.46 0.80
H -1.31 1.76 5.04
C 2.13 -0.31 2.84
H -4.03 -2.03 -2.33
H 4.25 -1.13 5.34
C 0.91 -4.71 -0.04
H 2.74 -1.48 -3.96
H 4.02 -3.29 -0.25
H -2.89 4.66 -2.30
C -2.56 -1.46 3.32
N 0.49 -0.37 -3.57
C -3.08 0.87 -3.99
H -2.29 -4.89 -1.36
C -0.86 3.38 -3.66
C -4.49 2.29 -2.44
N -1.53 1.86 1.12
Ti 0.24 -0.01 -1.71
H 1.07 -5.78 -0.17
C 3.94 0.60 -1.09
H -1.77 -0.93 -2.17
H -3.69 0.37 -2.00
H 6.02 0.98 -0.70
C -3.36 1.27 -2.54
H 1.44 3.17 4.17
H 3.99 0.93 -2.14
H 2.49 2.11 -0.53
H -3.16 0.48 6.03
H 0.69 -4.54 1.01
H -1.36 5.49 -2.08
H -2.29 -2.28 -4.11
C -1.90 -2.02 -2.00
H -3.91 -1.62 4.96
C 3.20 -0.91 3.51
H -3.52 -3.25 -1.18
H -1.33 6.12 2.84
C 1.28 0.56 3.57
H 2.24 -2.83 -2.03
H 3.88 -2.83 -3.93
H -2.43 4.50 1.39
H -3.01 1.75 -4.62
C -1.05 0.41 3.40
H 3.66 -1.35 1.02
H 2.21 -2.33 0.67
C -1.49 -5.09 -0.66
H 5.71 -0.66 -1.27
H 4.42 -1.22 -3.44
H 1.84 -4.21 -0.30
H -1.24 -6.15 -0.75
C 1.52 0.80 4.91
H -2.14 0.31 -4.07